Entry from the OMol25 dataset: a gas-phase ion, C3H3O3S (charge -1) (the ωB97M-V functional and the def2-TZVPD basis).

Computed properties:
Multiplicity: 1
Relative energy (zero: lowest compared OMol25 entry of this formula, charge and spin) in kJ/mol: 194.7
LUMO energy in Eh: 0.127
Charge: -1
Maximum force in eV Å⁻¹: 6.1
Structure (SMILES): O=C(O)/C(S)=C/[O-]

Element x y z (Å)
O (-0.3345, -2.3699, 0.2686)
C (-0.6724, -1.1993, 0.4606)
O (-1.6164, -0.9045, 1.4942)
C (-0.1990, -0.0108, -0.1002)
S (-0.8486, 1.5808, 0.1455)
C (1.4193, 0.0798, -1.0796)
O (1.9671, 1.1767, -1.1474)
H (-1.6465, 0.1593, 1.5112)
H (0.2620, 2.3510, 0.0102)
H (1.6691, -0.8631, -1.5632)

Here are the natural (NBO) charges for atoms 1 to 8, given in e:
1 O -0.7174
2 C 0.6559
3 O -0.7669
4 C -0.6348
5 S -0.0955
6 C 0.4341
7 O -0.6161
8 H 0.4642

Entry from the OMol25 dataset: 2 unconnected molecules or ions with the total composition C3H3O3S (the ωB97M-V functional and the def2-TZVPD basis).

Computed properties:
Multiplicity: 1
Relative energy (zero: lowest compared OMol25 entry of this formula, charge and spin) in kJ/mol: 541.5
LUMO energy (alpha / beta) in Eh: 0.084 / 0.111
Charge: -1
Maximum force in eV Å⁻¹: 5.3

Element x y z (Å)
C (0.1063, -0.8593, -1.0012)
C (-1.0771, -0.5579, -0.9010)
C (1.4805, -1.0378, -1.2768)
O (-1.5960, 0.5590, 2.9325)
O (-0.8530, 2.5563, 1.6815)
O (-2.2178, 0.8362, 0.5397)
S (-1.8554, 1.5089, 1.8531)
H (2.1012, -0.5375, -0.3725)
H (1.9559, -2.0378, -1.2692)
H (1.9553, -0.4301, -2.1862)

Here are the natural (NBO) charges for atoms 1 to 8, given in e:
1 C -0.3099
2 C 0.0505
3 C -0.6773
4 O -0.9461
5 O -0.9493
6 O -0.8616
7 S 2.0458
8 H 0.2236

Entry from the OMol25 dataset: a gas-phase ion, C3H3O3S (charge -1) (the ωB97M-V functional and the def2-TZVPD basis).

Computed properties:
Multiplicity: 1
Relative energy (zero: lowest compared OMol25 entry of this formula, charge and spin) in kJ/mol: 160.1
LUMO energy in Eh: 0.136
Charge: -1
Maximum force in eV Å⁻¹: 3.4

Element x y z (Å)
C (1.7437, 0.2782, 0.6285)
C (-1.7360, -1.0294, 0.1973)
C (1.1647, 0.9447, -0.5445)
O (-2.9160, -0.7606, 0.2685)
O (-1.1335, -1.7878, -0.5599)
O (-0.9294, -0.3021, 1.1982)
S (0.6612, -0.5548, 1.4688)
H (0.1773, 1.1326, -0.4404)
H (1.7185, 1.7692, -0.8161)
H (1.2496, 0.3100, -1.4004)

Here are the natural (NBO) charges for atoms 1 to 8, given in e:
1 C -0.3810
2 C 0.9506
3 C -0.7271
4 O -0.7309
5 O -0.7702
6 O -0.7969
7 S 0.7967
8 H 0.2117

Entry from the OMol25 dataset: a molecular structure, C3H3O3Sr (the ωB97M-V functional and the def2-TZVPD basis).

Computed properties:
Multiplicity: 2
Relative energy (zero: lowest compared OMol25 entry of this formula, charge and spin) in kJ/mol: 177.3
LUMO energy (alpha / beta) in Eh: -0.004 / -0.009
⟨S²⟩: 0.7502
Maximum force in eV Å⁻¹: 3.6

Element x y z (Å)
C (0.7931, -0.9609, -0.0752)
C (-1.5313, 0.2489, 0.2718)
O (-0.3047, -1.5273, 0.0129)
O (0.7634, 0.4285, -0.0347)
C (-0.5096, 1.0736, -0.1717)
H (-2.4080, 0.1449, -0.3687)
H (-1.6039, 0.0275, 1.3396)
H (-0.5444, 1.4487, -1.2006)
O (1.9637, -1.3773, 0.0826)
Sr (3.3819, 0.4935, 0.1438)

Here are the natural (NBO) charges for atoms 1 to 8, given in e:
1 C 0.9572
2 C -0.2371
3 O -0.6318
4 O -0.6834
5 C -0.0693
6 H 0.2079
7 H 0.2010
8 H 0.1552

Entry from the OMol25 dataset: a molecular structure, C3H3O4Rh (the ωB97M-V functional and the def2-TZVPD basis).

Computed properties:
Multiplicity: 6
Relative energy (zero: lowest compared OMol25 entry of this formula, charge and spin) in kJ/mol: 0.0
LUMO energy (alpha / beta) in Eh: -0.531 / -0.657
Charge: +3
⟨S²⟩: 8.7689
Maximum force in eV Å⁻¹: 6.0

Element x y z (Å)
O (0.7865, 0.9145, 2.9393)
C (0.1264, 0.5731, 1.9987)
C (0.7633, 0.0159, 0.7368)
H (-0.8611, 1.0880, 1.6834)
H (1.3492, 0.8336, 0.2951)
H (1.4748, -0.7879, 0.9667)
O (-0.2986, -0.5735, -0.0473)
C (-0.4453, -0.2981, -1.2894)
O (-0.1002, 0.8689, -1.7076)
O (-1.2370, -0.9305, -1.9997)
Rh (-1.5580, -1.7040, -3.5760)

Here are the natural (NBO) charges for atoms 1 to 8, given in e:
1 O 0.1218
2 C 0.4088
3 C -0.1739
4 H 0.3523
5 H 0.3196
6 H 0.3251
7 O -0.3821
8 C 0.9848

Entry from the OMol25 dataset: 2 unconnected molecules or ions with the total composition C3H3O4S (the ωB97M-V functional and the def2-TZVPD basis).

Computed properties:
Multiplicity: 1
Relative energy (zero: lowest compared OMol25 entry of this formula, charge and spin) in kJ/mol: 243.6
LUMO energy in Eh: 0.141
Charge: -1
Maximum force in eV Å⁻¹: 3.5

Element x y z (Å)
C (-0.3403, -1.7190, -1.0020)
C (0.6917, -1.1576, -0.6322)
C (-1.6382, 0.9238, 0.4644)
O (1.3757, -0.0347, 1.5855)
O (1.1004, 1.3479, -0.3594)
O (3.0581, -0.0885, -0.1861)
O (-2.7915, 0.7767, 0.7792)
S (1.6886, 0.0876, 0.1783)
H (-1.0889, -2.2634, -1.4820)
H (-0.7184, 0.5365, 1.0564)
H (-1.3372, 1.5907, -0.4023)

Here are the natural (NBO) charges for atoms 1 to 8, given in e:
1 C -0.2662
2 C -0.3285
3 C 0.2818
4 O -0.9941
5 O -1.0185
6 O -0.9821
7 O -0.5741
8 S 2.3948

Entry from the OMol25 dataset: a gas-phase ion, C3H3O4S (charge -1) (the ωB97M-V functional and the def2-TZVPD basis).

Computed properties:
Multiplicity: 1
Relative energy (zero: lowest compared OMol25 entry of this formula, charge and spin) in kJ/mol: 174.5
LUMO energy in Eh: 0.142
Charge: -1
Maximum force in eV Å⁻¹: 4.0

Element x y z (Å)
C (-0.0497, 0.0673, -0.2333)
C (0.6111, 1.1075, 0.1233)
C (-1.1676, 0.0838, -1.2818)
O (1.8625, 0.0278, 1.1222)
O (0.2015, -1.2435, 0.1963)
O (0.8849, 2.2756, 0.2639)
O (0.5685, -1.3294, 2.8241)
S (1.3030, -1.3499, 1.5545)
H (-1.8807, -0.6514, -1.0511)
H (-1.7290, 1.0000, -1.1484)
H (-0.6045, 0.0123, -2.3697)

Here are the natural (NBO) charges for atoms 1 to 8, given in e:
1 C -0.0245
2 C 0.6276
3 C -0.6052
4 O -0.9577
5 O -0.7357
6 O -0.6143
7 O -0.9823
8 S 1.6863

Entry from the OMol25 dataset: a molecular structure, C3H3O4Yb (the ωB97M-V functional and the def2-TZVPD basis).

Computed properties:
Multiplicity: 3
Relative energy (zero: lowest compared OMol25 entry of this formula, charge and spin) in kJ/mol: 36.8
LUMO energy (alpha / beta) in Eh: -0.171 / -0.281
Charge: +1
⟨S²⟩: 2.0011
Maximum force in eV Å⁻¹: 3.7

Element x y z (Å)
O (1.5732, 0.7549, -0.9866)
C (1.4691, -0.4353, -0.7214)
C (0.4992, -0.8952, 0.3244)
O (-0.1472, 0.1783, 0.9019)
Yb (0.6583, 2.3313, 0.5941)
H (1.9866, -1.1955, -1.3345)
H (1.0652, -1.5346, 1.0333)
H (-0.2043, -1.5905, -0.1800)
O (-1.8570, 1.8282, -0.1471)
C (-2.1212, 0.7021, 0.1784)
O (-2.9219, -0.1437, 0.3375)

Here are the natural (NBO) charges for atoms 1 to 8, given in e:
1 O -0.6984
2 C 0.4866
3 C -0.1889
4 O -0.9789
5 Yb 1.7837
6 H 0.1845
7 H 0.2324
8 H 0.2373

Entry from the OMol25 dataset: 2 unconnected molecules or ions with the total composition C3H3OP (the ωB97M-V functional and the def2-TZVPD basis).

Computed properties:
Multiplicity: 1
Relative energy (zero: lowest compared OMol25 entry of this formula, charge and spin) in kJ/mol: 500.4
LUMO energy in Eh: -0.019
Maximum force in eV Å⁻¹: 4.4

Element x y z (Å)
C (1.6320, -0.1603, 0.0132)
C (2.7753, -0.6277, 0.0036)
C (-0.4372, 0.7080, 0.0266)
O (-2.8643, -0.0498, -0.0065)
P (-1.3231, -0.6660, 0.0097)
H (-0.3239, 1.7647, 0.0046)
H (3.7565, -1.0065, -0.0230)
H (-3.5424, -0.7266, 0.0149)

Atomic charges from the natural (NBO) analysis, expressed in e, are listed below:
1 C -0.0731
2 C -0.3841
3 C -0.5979
4 O -0.9838
5 P 1.0803
6 H 0.2215
7 H 0.2348
8 H 0.5023

Entry from the OMol25 dataset: C3H3OP in the gas phase (the ωB97M-V functional and the def2-TZVPD basis).

Computed properties:
Multiplicity: 1
Relative energy (zero: lowest compared OMol25 entry of this formula, charge and spin) in kJ/mol: 291.2
LUMO energy in Eh: 0.031
Maximum force in eV Å⁻¹: 3.4
Structure (SMILES): OP=c1cc1

Element x y z (Å)
O (-0.5810, 0.1894, 2.2995)
P (0.5147, 1.0794, 1.4785)
C (0.4471, 0.2142, -0.0927)
C (0.7691, -0.0348, -1.4427)
C (-0.2624, -0.7339, -1.0044)
H (-1.5055, 0.5680, 2.2162)
H (1.4804, 0.3477, -2.0817)
H (-0.8626, -1.6299, -1.3727)

Atomic charges from the natural (NBO) analysis, expressed in e, are listed below:
1 O -0.9974
2 P 0.6958
3 C -0.3638
4 C -0.1721
5 C -0.1371
6 H 0.4880
7 H 0.2316
8 H 0.2550